(1)
A 7-piece molecular cluster, C3H22NO6 overall, computed with ωB97M-V/def2-TZVPD.

Atoms and positions in Å:
H1 -0.432 0.686 -0.330
H2 2.694 4.454 2.130
H3 1.736 -0.538 -5.002
H4 -3.834 3.628 -1.987
H5 -1.057 -4.196 0.611
O1 -1.794 -1.927 2.213
H6 0.773 1.723 -0.270
C1 -0.428 -3.843 1.429
H7 0.055 -4.769 1.742
O2 -4.010 2.829 -1.490
C2 -1.221 -3.189 2.621
H8 2.234 3.148 2.742
H9 4.640 1.741 0.179
O3 2.043 -0.417 -4.103
O4 0.726 4.410 -4.565
H10 -2.340 -1.547 2.906
H11 0.271 -3.317 0.778
H12 -2.726 -3.533 4.147
H13 1.013 4.728 -5.420
H14 -3.133 -4.151 2.436
H15 -0.579 -2.940 3.466
O5 4.413 0.825 0.341
N1 0.128 1.289 -0.915
H16 0.680 0.979 -1.703
C3 -2.385 -3.965 3.206
H17 -1.966 -4.937 3.466
H18 -0.076 4.899 -4.382
H19 -0.574 1.872 -1.348
H20 2.963 -0.679 -4.127
H21 4.723 0.655 1.230
O6 2.232 3.642 1.922
H22 -4.772 2.441 -1.921

Cartesian forces, eV/Å:
0.1303 -1.5093 -0.2597
0.0969 0.2836 -0.0018
-0.1302 -0.0161 -0.2449
-0.0465 0.2758 -0.0927
-0.9892 -0.0687 0.3488
0.6781 0.5344 -1.2641
0.2048 1.0866 0.2036
-1.0708 -0.6217 -0.0493
0.1835 0.1813 0.3862
0.4224 -0.1421 0.1524
-0.2781 1.1784 -0.2475
0.0020 -0.1247 0.2546
0.1104 0.2619 -0.0529
-0.2410 0.1766 0.3592
0.0083 -0.2646 0.2866
0.0320 -0.3156 0.2066
0.3996 0.9206 1.0664
-0.3102 0.2143 -0.3334
0.1410 0.0567 -0.2419
-0.2950 0.2895 0.3163
0.6561 -0.3168 -0.1698
-0.3345 -0.1240 -0.1989
-0.3423 0.5905 0.0890
0.2434 -1.4571 -0.2335
1.2952 -1.5737 -0.5502
-0.2533 -0.3328 0.2170
-0.1801 0.1867 0.0056
-0.1130 1.2190 0.1674
0.2783 -0.0727 0.0531
0.1167 -0.1135 0.2282
-0.1591 -0.2497 -0.3331
-0.2558 -0.1528 -0.0671

Values from the calculation:
Net charge ... +1
Energy above the lowest of the compared OMol25 structures with the same formula, charge and spin ... 249.2 kJ/mol
Highest occupied orbital energy ... -12.28 eV

=====

(2)
A 8-piece molecular cluster, C3H23N2O8 overall, computed with ωB97M-V/def2-TZVPD.

Atoms and positions in Å:
O1 -3.211 0.715 0.406
H1 2.758 2.371 -2.417
N1 0.181 1.051 -0.299
H2 1.350 -1.286 -1.509
H3 -0.398 1.889 -0.728
O2 -1.481 -2.464 3.183
C1 -0.404 -0.232 -0.981
H4 3.306 -1.440 2.471
H5 0.589 -0.003 -2.856
H6 -2.098 2.536 3.733
H7 -2.848 0.237 1.159
O3 0.073 1.948 -4.247
H8 -1.464 0.124 -1.226
O4 2.316 0.913 1.073
H9 -0.013 -1.500 -2.552
H10 -0.563 -3.121 -1.122
O5 -1.805 1.501 3.691
H11 -0.635 1.372 -4.670
H12 1.154 1.333 -0.575
H13 -3.919 1.150 0.776
H14 -1.977 -2.581 2.370
H15 1.734 0.941 1.869
H16 -0.548 -3.360 0.605
N2 -0.740 -2.735 -0.212
C2 -0.545 -1.394 0.036
O6 -0.614 -1.037 1.304
H17 0.143 0.994 0.741
H18 1.730 1.904 -3.427
H19 2.759 0.110 1.124
O7 2.703 -1.495 1.688
C3 0.502 -0.724 -2.077
H20 3.048 -2.239 1.472
H21 -0.466 2.370 -3.656
O8 1.853 2.110 -2.470
H22 -1.049 1.398 4.195
H23 -1.421 -1.354 3.129

Cartesian forces, eV/Å:
2.6183 -1.5416 -1.0823
1.0824 0.4171 0.3380
-1.5616 1.5599 -1.7241
-0.6069 1.6945 -1.6865
1.1464 -2.0657 1.6577
-0.1213 4.4679 0.4089
-0.8490 0.1891 0.5569
-1.0279 1.0485 -0.1181
1.3019 0.5725 -0.2234
1.3465 -3.9773 0.0836
0.2988 -0.1365 0.0384
-0.3765 -3.2288 -3.3434
1.4072 -0.9095 -0.0617
-1.8363 3.4322 0.7264
-0.9742 -1.4654 -0.7542
-0.0275 -0.0825 -0.1388
-3.6494 3.9007 -1.9736
1.6474 0.7951 0.0996
-0.5995 -1.0024 0.1746
-2.6738 1.7000 1.0364
-0.1881 -0.2822 -0.0930
1.0107 -0.1740 -0.6991
-0.4244 1.0103 -0.9937
0.9970 1.1327 0.3003
-1.2067 1.1386 6.4875
0.8683 -0.3348 -5.6922
-0.5081 -0.0877 -1.0077
-0.2366 0.2232 0.9595
1.2464 -2.5793 0.2013
-1.4821 6.4195 4.0234
0.4742 -0.7201 1.8159
2.8042 -8.2827 -3.6373
-1.7282 2.3883 2.7150
-0.4548 -0.4444 -0.6812
2.3350 0.0281 1.8230
-0.0519 -4.8032 0.4640

Values from the calculation:
Net charge ... +1
Energy above the lowest of the compared OMol25 structures with the same formula, charge and spin ... 494.6 kJ/mol
Highest occupied orbital energy ... -12.70 eV

=====

(3)
A 9-piece molecular cluster, C3H23NO9S2 overall, computed with ωB97M-V/def2-TZVPD.

Atoms and positions in Å:
H1 2.852 -2.774 -2.445
H2 -0.485 -0.951 -3.456
H3 2.386 2.262 -1.991
H4 -3.605 2.310 -0.754
N1 -1.444 2.027 -1.231
O1 1.920 -1.846 -0.010
H5 -2.640 3.530 -0.180
O2 -1.538 -1.882 1.970
H6 -0.147 3.707 -1.063
O3 0.555 -2.147 3.681
H7 1.570 -2.670 -3.158
H8 -2.329 -2.957 -1.663
C1 -2.370 1.924 1.063
S1 -0.335 2.096 3.270
H9 2.361 -0.808 1.817
H10 -1.394 -2.086 2.980
H11 3.214 1.289 -1.183
H12 -0.500 1.270 4.308
H13 -2.736 0.920 1.235
H14 -1.221 -2.033 -1.302
H15 3.020 -1.224 3.013
H16 0.787 -1.183 3.827
H17 1.119 -1.929 -0.649
O4 1.909 -2.631 -2.310
O5 -1.382 -2.939 -1.470
O6 2.323 -0.757 2.728
O7 -0.416 -0.200 -2.994
C2 -2.559 2.441 -0.341
H18 -0.653 -2.045 1.763
H19 0.268 0.364 -3.172
H20 -3.085 2.637 1.761
H21 2.591 -1.697 -0.688
H22 1.092 -2.382 2.991
O8 0.223 2.345 -2.587
S2 -0.571 1.869 1.446
H23 -1.773 1.297 -1.788
O9 3.350 1.997 -1.796
C3 -0.356 2.854 -1.622

Cartesian forces, eV/Å:
0.0153 -0.1558 0.0973
0.1908 -4.0272 -2.9385
2.0088 -0.4042 0.1143
1.2819 -0.8198 0.1712
-0.9235 3.9097 2.2699
-1.8178 0.4158 -0.9851
0.8705 -0.0345 -0.5933
-1.7734 -0.2618 3.5040
0.4563 1.6281 0.9326
-2.4471 1.8819 3.7130
-1.3402 -0.1451 -2.7774
0.1890 -0.1876 0.1295
-2.2103 1.0012 2.0288
1.3189 3.8880 5.0800
-0.2116 -0.0897 -3.4111
-0.7735 0.6694 -2.6296
0.0800 -0.7232 0.6988
-0.5517 -1.9097 -0.7036
-0.0724 -0.3204 -0.1515
0.3529 1.6201 0.3689
4.1440 -2.6253 1.9232
-0.3132 -1.8495 -0.4302
1.9632 0.0666 1.9043
1.3708 -0.1762 1.4152
-0.5094 -1.3053 -0.5722
-3.0570 3.3599 0.9100
-3.1966 1.7226 4.0945
-0.1547 1.5041 0.0235
2.1844 -0.2429 -1.2083
2.6920 2.0186 -1.0858
2.2767 -1.6819 -1.2229
-0.0455 0.0342 0.4574
2.1155 -0.8105 -2.5177
1.4757 2.3013 0.9251
-1.1854 -1.7102 -4.2153
0.7033 -1.2814 -1.6476
-2.2429 1.1074 -0.8973
-2.8634 -6.3665 -2.7740

Values from the calculation:
Energy above the lowest of the compared OMol25 structures with the same formula, charge and spin ... 544.0 kJ/mol
Highest occupied orbital energy ... -8.59 eV
SMILES ... O=CNCCSS.O.O.O.O.O.O.O.O

=====

(4)
C3H23O16STl2 as an isolated structure, computed with ωB97M-V/def2-TZVPD.

Atoms and positions in Å:
O1 22.060 -9.082 -9.795
H1 19.484 -5.105 -10.001
O2 19.342 -7.459 -6.525
H2 21.878 -4.892 -8.683
H3 18.770 -9.681 -7.907
H4 21.886 -7.193 -8.766
O3 17.336 -11.511 -9.030
H5 23.935 -9.864 -12.379
O4 19.733 -8.907 -10.191
O5 20.041 -5.967 -8.193
O6 21.035 -7.032 -9.267
H6 18.875 -9.058 -9.670
H7 18.120 -5.901 -9.123
H8 18.386 -7.469 -6.579
O7 18.872 -11.162 -10.473
H9 19.417 -8.510 -11.292
C1 18.069 -10.719 -9.644
O8 22.540 -6.784 -8.195
H10 22.825 -10.771 -7.781
O9 18.554 -9.503 -6.992
S1 20.811 -8.466 -9.258
Tl1 20.585 -9.461 -6.081
H11 19.625 -7.087 -7.360
O10 21.149 -6.365 -11.029
H12 22.801 -5.717 -9.923
O11 22.265 -10.029 -7.552
O12 23.144 -9.848 -11.841
O13 18.105 -9.464 -9.265
O14 19.530 -9.102 -12.036
H13 22.061 -9.614 -8.390
H14 24.221 -7.924 -9.929
H15 18.859 -4.368 -8.588
H16 23.662 -5.144 -8.561
H17 17.632 -9.246 -7.008
H18 23.152 -8.984 -11.428
H19 19.340 -8.562 -12.803
O15 23.503 -7.973 -10.560
H20 20.396 -6.754 -8.613
H21 21.739 -5.706 -10.664
H22 22.808 -8.441 -10.096
O16 20.459 -8.895 -7.909
H23 20.843 -6.860 -10.269
C2 19.053 -5.346 -9.030
C3 22.705 -5.582 -8.846
Tl2 21.028 -10.509 -11.092

Cartesian forces, eV/Å:
-9.2269 -5.8867 4.7862
0.1982 -0.2829 -0.4361
0.2256 1.2018 3.4104
-0.2446 0.3709 0.4502
-1.1013 -0.3177 -0.3163
7.9658 0.6854 4.0696
0.8941 0.8686 -1.7660
0.3317 -0.7611 -0.9460
12.0811 5.9188 5.5540
-6.6390 7.5723 5.4941
-2.3084 -12.4519 -6.0450
-4.0762 0.0533 1.3797
0.0850 -0.2186 -0.0345
-0.4625 0.0968 0.6538
3.4898 -3.1186 -3.2351
-0.8344 1.3578 -2.9639
-3.6139 -0.7821 4.7586
6.7186 0.8317 5.4828
0.8027 -0.6576 0.6291
-1.3250 -2.2279 1.8545
-2.7369 -4.0363 -0.0323
0.1038 -1.2057 7.3728
0.1510 1.5768 -0.3526
-0.6123 2.0170 -8.2171
0.8475 -0.1236 0.4217
1.6249 -1.7109 1.1144
-2.1414 -3.0968 -0.7749
-6.9108 -1.8782 2.3766
-0.7944 -0.1708 -6.7426
1.6133 -1.1088 0.9946
0.8961 0.2442 -0.2125
-0.2243 -0.0142 0.0541
-0.3135 0.3665 0.4356
-0.9271 -0.7421 0.5117
1.3936 1.9309 0.0993
0.0932 -0.2885 -1.5327
4.7005 4.7292 -1.7034
-5.1158 2.7657 4.9446
-0.3720 0.2786 -0.9438
4.4675 3.8323 -0.9155
0.4040 3.2268 -8.8801
-1.1062 3.3115 -7.4627
-0.1612 0.9877 1.0042
2.5563 1.1546 0.0140
-0.3960 -4.2983 -4.3536

Values from the calculation:
Net charge ... +3
Energy above the lowest of the compared OMol25 structures with the same formula, charge and spin ... 2846.0 kJ/mol
Highest occupied orbital energy ... -19.51 eV

=====

(5)
C3H23O9Y as an isolated structure, computed with ωB97M-V/def2-TZVPD.

Atoms and positions in Å:
H1 -2.383 19.269 -13.260
H2 -0.121 22.678 -15.667
H3 -3.660 18.681 -14.321
H4 2.558 21.260 -16.488
H5 -0.540 19.939 -11.389
O1 -1.226 21.875 -12.999
H6 0.123 18.623 -11.735
H7 -1.366 22.760 -12.662
O2 1.617 18.310 -14.168
Y1 1.165 20.720 -13.801
H8 3.714 20.340 -12.586
O3 2.898 19.851 -12.474
H9 -3.030 20.204 -14.608
H10 3.990 21.785 -14.393
C1 -1.596 18.844 -15.294
O4 -0.502 19.731 -15.293
H11 -0.620 16.958 -15.873
C2 -2.708 19.210 -14.299
O5 0.519 22.811 -14.969
H12 3.446 23.032 -13.729
O6 3.183 22.170 -14.051
C3 -1.255 17.349 -15.078
H13 0.810 23.716 -15.078
H14 0.931 22.903 -11.888
H15 3.163 19.038 -12.045
O7 2.210 20.510 -16.006
H16 -2.097 18.733 -16.256
H17 2.012 19.861 -16.681
H18 -0.693 17.233 -14.152
H19 1.984 22.058 -11.204
O8 0.059 19.535 -12.017
H20 -2.090 21.594 -13.300
H21 2.047 17.479 -13.966
O9 1.404 22.075 -11.966
H22 -2.181 16.779 -15.006
H23 0.985 18.092 -14.854

Cartesian forces, eV/Å:
0.2339 -0.1817 0.0747
-0.5752 -0.3865 -0.3139
0.3798 -0.6513 -0.2511
0.1129 0.3934 -0.1660
-0.3559 0.4189 0.1073
0.7310 -0.1295 0.3350
0.0635 -0.4932 -0.1862
-0.1411 0.3506 0.0799
0.2986 0.3178 0.1584
-2.9396 -1.8529 -2.4164
0.4440 0.2321 0.1080
0.4833 0.4257 0.1801
-0.0197 0.4914 0.1667
0.4186 -0.1343 -0.4732
-0.6121 -1.5311 0.4552
1.0944 0.3960 1.2832
-0.1299 -0.0955 -0.2663
-0.0806 1.3482 -0.2378
0.4108 -0.1535 0.2532
-0.0353 0.4452 0.2285
0.0681 -0.3748 0.0093
0.6847 0.6787 0.4709
0.2673 0.3355 0.0192
-0.3472 0.3725 0.0615
-0.1653 -0.4914 0.1593
0.3391 0.2799 0.5240
0.1059 1.0314 -0.5466
-0.4240 -0.5158 -0.1168
-0.1655 -0.2298 0.3911
0.3367 -0.3081 0.3547
0.2909 0.0530 0.0253
-0.3697 -0.4984 -0.3673
0.3931 -0.2187 0.1993
-0.1233 0.7039 0.3413
0.1999 -0.1220 -0.1155
-0.8723 0.0944 -0.5290

Values from the calculation:
Net charge ... +2
Energy above the lowest of the compared OMol25 structures with the same formula, charge and spin ... 0.0 kJ/mol
Highest occupied orbital energy ... -14.22 eV

=====

(6)
A 9-piece molecular cluster, C3H24O8 overall, computed with ωB97M-V/def2-TZVPD.

Atoms and positions in Å:
H1 -0.248 -2.405 1.074
O1 -1.728 0.048 0.189
H2 0.801 0.151 2.719
H3 0.055 3.086 1.087
H4 -2.188 2.767 0.795
O2 0.086 1.144 -2.338
H5 -2.116 0.951 0.318
H6 0.671 2.448 -1.234
H7 1.163 -3.182 -2.487
C1 0.397 -2.923 0.257
H8 -0.461 0.514 3.492
H9 1.289 1.611 -0.006
H10 3.117 -1.215 1.392
H11 -2.903 1.239 -1.592
H12 0.169 1.021 -3.282
H13 -0.536 2.259 2.156
H14 -0.021 -1.333 -1.199
H15 1.192 -3.480 0.681
H16 -2.730 -0.179 -2.018
O3 -3.038 2.329 0.568
O4 -2.559 0.721 -2.311
H17 1.395 -1.111 -0.190
H18 -3.482 1.923 1.298
H19 1.868 -1.607 -2.687
C2 0.791 -1.866 -0.734
O5 -0.564 3.185 1.849
O6 2.999 -0.949 2.304
H20 3.703 -0.322 2.497
H21 -0.873 0.920 -2.094
H22 -0.341 -3.681 -0.108
C3 1.615 -2.354 -1.938
O7 -0.079 0.599 2.607
H23 -1.145 -0.090 0.938
O8 1.029 2.497 -0.325
H24 2.670 -2.712 -1.680

Cartesian forces, eV/Å:
1.3793 -0.8682 -0.9102
-0.2832 0.2380 -0.1122
-0.8125 0.5224 -0.4129
-0.1666 0.4656 0.0660
-0.4233 0.0579 0.9216
-0.9030 -0.2875 0.5410
0.3046 -0.8925 -0.0659
0.2311 -0.8762 0.3981
-0.2508 -0.0146 0.1932
-3.4505 0.5435 0.8632
-0.0964 0.0312 -0.1660
-0.4197 0.5723 -0.9243
0.0841 -0.0586 -0.2585
-0.3665 0.6490 0.5637
-0.1969 -0.0223 -0.2722
0.0673 0.5040 0.2208
-0.6851 0.1771 0.4763
0.9585 -0.2467 0.5387
0.0942 -0.1607 0.0633
0.3175 0.4911 -1.6417
-0.1358 -0.3896 -0.6875
-0.3171 -0.1161 -0.3203
0.0221 0.0895 0.9491
-0.5321 0.5255 0.0847
1.5293 0.2521 -1.0200
-0.0473 -0.6046 -0.6127
-0.3106 0.2186 0.3768
0.0341 -0.0508 -0.0964
1.2602 0.2821 -0.7257
0.6645 0.5185 -0.2830
2.0831 -0.8982 0.2542
1.1002 -1.1363 0.7370
0.1866 0.0232 0.2639
0.4054 0.3263 0.8413
-1.3248 0.1349 0.1567

Values from the calculation:
Energy above the lowest of the compared OMol25 structures with the same formula, charge and spin ... 0.0 kJ/mol
Highest occupied orbital energy ... -10.81 eV
SMILES ... CCC.O.O.O.O.O.O.O.O

=====

(7)
A 10-piece molecular cluster, C3H25NO10S2 overall, computed with ωB97M-V/def2-TZVPD.

Atoms and positions in Å:
C1 -1.187 -1.590 1.715
C2 -1.828 -0.323 1.051
H1 -2.894 -0.284 1.204
O1 -2.518 2.923 -1.111
S1 1.637 -1.425 3.186
H2 0.859 2.343 2.403
O2 4.261 -0.252 -0.906
H3 -0.492 -0.289 -0.699
O3 -1.317 4.197 0.849
H4 -3.324 3.314 -1.451
H5 2.941 -1.184 -1.940
H6 -2.040 -2.225 1.922
H7 -2.408 -3.201 0.269
O4 3.296 -2.477 0.435
H8 2.953 -2.145 1.277
H9 2.653 2.022 0.098
N1 -1.440 -0.441 -0.383
H10 -3.523 -3.765 -0.546
O5 -2.206 -0.628 -2.522
H11 1.560 -0.954 -2.561
O6 1.410 1.538 2.435
S2 -0.362 -1.456 3.348
O7 2.108 -1.630 -2.151
C3 -2.423 -0.650 -1.313
H12 -1.888 4.857 1.244
H13 -3.428 -0.772 -0.928
H14 -1.478 0.883 -3.170
H15 -1.992 2.533 -1.869
O8 -3.003 -2.947 -0.441
H16 -1.838 3.719 0.152
H17 5.215 -0.157 -0.844
O9 -1.117 1.791 -3.075
H18 4.004 -1.064 -0.405
H19 2.948 0.557 -0.407
H20 -0.436 -2.066 1.081
H21 1.219 1.109 1.596
H22 -1.436 0.643 1.366
O10 2.250 1.252 -0.333
H23 3.728 -3.309 0.705
H24 1.835 -0.091 3.300
H25 -0.299 1.643 -2.581

Cartesian forces, eV/Å:
0.1709 1.0328 0.6464
2.7284 -0.4029 -1.0520
-0.3065 -0.1932 -0.3825
0.1226 -0.4761 -0.1891
0.6767 -0.0546 -0.1398
0.2679 -0.3479 0.1508
0.1295 -0.8498 0.1390
-0.0368 -0.0022 0.1942
0.1302 -0.3532 -0.0124
0.0132 -0.0334 -0.2739
-0.2349 -0.0162 -0.3288
0.1682 -0.6385 0.1255
0.3233 0.1283 0.0404
0.5287 -0.6089 0.4934
-0.3488 0.1785 0.0244
-0.0391 -0.4320 -0.1888
-2.7939 0.0247 0.0259
0.1085 0.5466 -0.2343
-0.1681 -0.2631 0.3355
0.0782 -0.0229 -0.0969
-0.5102 0.9381 0.1698
-1.3600 0.0022 0.5765
-0.0982 0.0614 0.0269
1.5785 0.9771 -0.7426
-0.1274 0.0187 -0.0372
-0.0926 0.0392 0.3090
-0.0724 0.1472 0.1260
-0.5780 0.3386 0.2655
-0.5519 -1.3040 0.2477
0.3258 0.4554 0.3844
0.0064 -0.0272 0.0415
0.3111 -0.2684 0.0414
0.5398 0.0171 -0.0191
-0.3010 1.1907 -0.0129
-0.4270 0.0458 -0.2249
0.2249 -0.0827 -0.4935
0.1606 -0.1630 0.5724
-0.4086 -0.1206 0.2434
-0.1677 0.4828 -0.4417
-0.0340 -0.1453 -0.1312
0.0638 0.1812 -0.1785

Values from the calculation:
Energy above the lowest of the compared OMol25 structures with the same formula, charge and spin ... 37.9 kJ/mol
Highest occupied orbital energy ... -9.12 eV
SMILES ... O=CNCCSS.O.O.O.O.O.O.O.O.O